(1)
Entry from the Open Molecules 2025 dataset: C4H10OSi as an isolated structure (ωB97M-V/def2-TZVPD).

Positions of all 16 atoms, in Å:
C 1.580 -0.946 -0.652
C -0.161 1.723 -1.371
C -1.487 -1.397 0.056
C 0.417 0.451 1.786
O 2.712 -0.657 -0.393
Si -0.005 -0.257 0.174
H 1.337 -1.660 -1.571
H -0.494 2.616 -0.722
H 0.789 1.953 -1.745
H -0.859 1.588 -2.160
H -1.589 -1.940 -0.930
H -1.329 -2.149 0.936
H -2.400 -0.912 0.248
H 1.390 0.932 1.866
H -0.344 1.091 1.960
H 0.442 -0.435 2.519

Force components x, y, z for each atom (eV/Å):
-1.3 -1.4 -1.5
-1.3 -0.7 3.8
1.6 -2.1 0.6
2.2 -3.4 0.9
0.4 0.1 0.2
0.5 2.6 -3.3
0.6 0.8 1.0
0.4 -1.5 -0.8
1.5 0.0 -0.5
-0.6 -0.3 -0.6
0.3 0.5 1.2
-0.4 1.0 -1.7
-1.2 0.8 0.2
-0.1 0.1 -0.3
-2.4 2.2 1.3
-0.3 1.4 -0.7

Values from the calculation:
- Net charge: 0
- E: -523.05608 Ha

***

(2)
Entry from the Open Molecules 2025 dataset: a single C2H3N3O2 molecule (ωB97M-V/def2-TZVPD).

Positions of all 10 atoms, in Å:
N -1.503 -0.516 0.147
N -0.452 -0.228 -0.425
C -0.010 1.107 -0.272
N 1.293 1.133 -0.056
C 1.722 -0.133 -0.158
O 2.845 -0.604 0.135
O 0.704 -1.085 -0.458
H -2.311 -1.163 -0.093
H -1.635 -0.568 1.261
H -0.653 2.057 -0.080

Force components x, y, z for each atom (eV/Å):
-8.4 -3.4 7.0
3.1 3.6 -3.7
2.0 -0.6 1.4
-2.4 1.7 -1.1
4.6 -4.6 1.8
-3.3 1.8 -1.4
-0.1 2.2 0.8
2.2 1.0 -1.4
1.5 0.6 -2.7
0.8 -2.3 -0.8

Values from the calculation:
- Net charge: 0
- SMILES: Nn1cnc(=O)o1
- E: -392.62747 Ha

***

(3)
Entry from the Open Molecules 2025 dataset: C66H64BF2N4O5P2S2Ti as an isolated structure (ωB97M-V/def2-TZVPD).

Positions of all 147 atoms, in Å:
Ti 0.068 -0.279 -0.943
O -3.390 -1.855 -4.786
C -2.488 -2.838 -4.703
C -2.643 -3.912 -5.583
C -1.766 -4.973 -5.566
C -0.718 -5.007 -4.651
C -0.542 -3.953 -3.783
C -1.399 -2.845 -3.800
C -1.108 -1.710 -2.929
O -0.086 -1.682 -2.131
N -1.875 -0.645 -3.036
N -1.413 0.379 -2.281
C -1.937 1.542 -2.488
C -1.396 2.729 -1.905
C -1.765 3.995 -2.371
C -1.174 5.128 -1.858
C -0.225 5.018 -0.846
C 0.147 3.781 -0.359
C -0.410 2.611 -0.889
O -0.056 1.420 -0.454
H -3.179 -1.170 -4.118
H -3.472 -3.877 -6.273
H -1.900 -5.784 -6.265
H -0.047 -5.852 -4.624
H 0.276 -3.959 -3.077
H -2.770 1.632 -3.186
H -2.501 4.066 -3.158
H -1.444 6.098 -2.241
H 0.229 5.909 -0.440
H 0.889 3.695 0.422
C 0.243 -4.781 5.130
C 0.214 -3.468 4.416
C 1.271 -3.094 3.596
C 1.214 -1.916 2.882
C 0.125 -1.081 2.995
C -0.937 -1.424 3.812
C -0.885 -2.616 4.512
S 0.169 0.414 1.953
O 1.468 0.308 1.253
C 0.412 1.305 3.507
C 1.697 1.212 4.056
C 1.888 1.338 5.398
C 0.755 1.362 6.241
C 0.897 1.163 7.627
C -0.198 1.076 8.439
C -1.478 1.205 7.887
C -1.648 1.449 6.552
C -0.541 1.539 5.682
C -0.696 1.665 4.254
C -1.976 2.241 3.781
C -2.373 3.401 4.537
C -1.406 4.201 5.187
C -1.761 5.359 5.820
C -3.101 5.758 5.887
C -4.062 5.011 5.264
C -3.721 3.847 4.549
C -4.672 3.119 3.803
C -4.237 2.200 2.895
C -2.884 1.811 2.807
S -2.368 1.178 1.172
O -2.319 -0.362 1.234
C -3.851 1.476 0.182
C -4.123 2.782 -0.203
C -5.120 3.030 -1.128
C -5.840 1.985 -1.700
C -6.861 2.238 -2.762
C -5.561 0.684 -1.288
C -4.571 0.423 -0.359
H 1.244 -5.204 5.117
H -0.425 -5.486 4.636
H -0.085 -4.678 6.161
H 2.138 -3.735 3.508
H 1.994 -1.626 2.200
H -1.806 -0.787 3.881
H -1.717 -2.906 5.137
H 2.508 1.029 3.367
H 2.875 1.332 5.832
H 1.892 1.052 8.029
H -0.081 0.888 9.494
H -2.339 1.104 8.527
H -2.648 1.531 6.154
H -0.362 3.934 5.140
H -1.001 5.968 6.283
H -3.361 6.669 6.402
H -5.094 5.321 5.288
H -5.722 3.348 3.891
H -4.951 1.738 2.231
H -3.562 3.596 0.232
H -5.329 4.049 -1.417
H -6.912 3.292 -3.019
H -7.846 1.911 -2.436
H -6.611 1.667 -3.655
H -6.118 -0.136 -1.716
H -4.356 -0.593 -0.069
C 1.550 -3.594 -0.172
P 2.268 -1.942 -0.530
C 2.599 -2.170 -2.327
N 2.741 -3.402 -2.729
C 2.936 -3.640 -4.042
C 3.048 -4.965 -4.502
C 3.183 -5.202 -5.842
C 3.234 -4.135 -6.756
C 3.151 -2.834 -6.334
C 2.988 -2.558 -4.963
N 2.834 -1.288 -4.526
C 2.646 -1.081 -3.250
P 2.161 0.624 -2.704
C 1.016 0.909 -4.130
C 3.540 1.864 -3.206
C 3.143 3.159 -2.489
C 3.650 2.082 -4.711
C 4.904 1.432 -2.678
C 4.098 -2.179 0.062
C 4.316 -1.444 1.387
C 4.490 -3.645 0.221
C 5.012 -1.536 -0.978
H 2.147 -4.388 -0.609
H 0.544 -3.622 -0.588
H 1.470 -3.729 0.904
H 3.012 -5.768 -3.781
H 3.249 -6.215 -6.210
H 3.345 -4.354 -7.808
H 3.198 -2.010 -7.029
H 1.538 0.777 -5.074
H 0.593 1.911 -4.070
H 0.214 0.173 -4.091
H 2.169 3.525 -2.812
H 3.881 3.936 -2.688
H 3.104 2.997 -1.411
H 2.773 2.579 -5.114
H 3.798 1.132 -5.222
H 4.510 2.717 -4.920
H 4.890 1.353 -1.593
H 5.651 2.182 -2.936
H 5.214 0.486 -3.117
H 3.974 -2.036 2.231
H 3.807 -0.482 1.390
H 5.379 -1.261 1.540
H 3.919 -4.134 1.006
H 5.544 -3.692 0.496
H 4.362 -4.190 -0.712
H 4.662 -0.530 -1.184
H 5.036 -2.103 -1.907
H 6.034 -1.476 -0.602
F -2.495 -1.744 -0.652
B -1.492 -1.198 0.149
F -0.930 -2.263 0.860

Force components x, y, z for each atom (eV/Å):
2.7 0.4 0.9
-0.2 0.0 0.0
0.2 -0.1 0.1
0.0 0.1 0.0
-0.1 0.1 0.1
0.2 -0.1 0.1
0.0 0.0 0.0
0.1 -0.1 0.1
-1.6 0.8 -1.2
0.2 -1.2 -0.7
-0.3 -1.0 -0.9
0.0 0.3 0.3
0.1 -0.4 -0.1
0.7 0.2 0.6
0.1 -0.2 0.1
-0.1 0.1 -0.1
-0.1 -0.1 -0.1
0.0 -0.5 0.1
-0.6 1.2 -0.6
0.0 2.1 -0.1
0.2 0.0 0.0
-0.1 0.0 -0.1
0.0 -0.1 -0.1
0.1 0.0 0.0
0.0 0.0 0.1
0.1 -0.1 0.0
-0.1 0.0 -0.1
0.0 0.1 0.0
0.1 0.1 0.0
0.1 -0.1 0.1
-0.1 -0.1 0.0
0.1 0.0 -0.1
-0.2 0.0 0.1
0.0 0.3 -0.2
0.1 -0.3 -0.3
0.0 0.0 0.0
0.0 0.0 0.0
0.5 -0.2 2.9
0.5 0.0 -0.7
-0.6 0.3 0.0
0.3 0.1 0.1
-0.2 0.0 -0.4
-0.3 0.1 -0.1
-0.1 0.1 0.2
0.3 0.0 0.0
-0.2 0.1 -0.2
-0.1 -0.1 0.2
0.3 -0.3 0.0
0.8 0.0 -0.3
-0.4 0.0 -0.3
-0.3 0.1 -0.3
0.1 0.4 0.2
0.3 -0.3 0.0
-0.3 -0.1 -0.1
0.0 0.2 0.2
0.3 -0.2 -0.1
0.2 -0.1 -0.2
-0.3 0.0 0.2
0.3 0.0 -0.3
-1.6 0.4 0.3
-0.3 -0.5 -0.1
0.3 0.1 -0.1
0.1 -0.1 0.2
0.1 0.0 0.1
0.2 -0.1 0.0
-0.1 0.0 0.0
0.0 0.2 0.0
0.1 -0.2 0.3
0.0 -0.1 0.1
0.0 -0.1 0.0
0.0 0.0 0.1
0.1 -0.1 0.0
0.1 0.0 0.1
-0.1 0.0 0.1
-0.1 0.0 0.1
0.2 -0.1 0.0
0.1 -0.1 0.0
0.1 0.0 0.1
0.0 0.0 0.1
-0.2 0.0 0.1
-0.1 0.0 0.0
0.0 0.0 0.0
0.1 0.1 0.0
-0.1 0.1 0.1
-0.2 0.0 0.0
-0.1 0.1 0.0
0.0 0.0 0.0
0.1 0.2 0.0
0.0 0.1 -0.1
0.0 0.0 0.0
-0.1 0.0 0.0
0.0 0.0 -0.1
0.0 -0.1 0.0
0.1 -0.1 0.0
-0.1 0.2 0.0
0.7 -1.3 -0.4
0.0 -0.3 -0.2
0.1 -0.1 0.2
0.1 0.4 -0.5
0.0 -0.1 -0.2
0.0 -0.1 0.3
0.0 0.4 -0.1
0.0 -0.2 -0.2
0.0 -0.6 0.4
0.1 0.2 -0.1
0.1 0.1 -0.1
0.5 0.3 -1.2
-0.1 -0.1 0.2
0.0 -0.1 0.4
-0.1 -0.1 0.0
-0.1 -0.1 0.1
-0.2 -0.1 0.0
0.0 0.4 0.2
0.0 0.1 0.0
-0.2 0.1 -0.1
-0.2 0.0 0.0
0.0 0.1 0.0
0.0 0.0 0.0
0.0 0.0 0.1
0.0 -0.1 0.1
0.0 -0.1 0.0
0.0 0.0 -0.1
0.0 0.1 -0.1
0.0 0.0 0.1
-0.1 0.0 0.0
0.0 0.1 -0.1
-0.1 0.1 0.0
0.1 0.1 -0.1
0.0 0.1 0.1
-0.1 0.0 -0.1
0.0 0.0 -0.1
0.1 0.1 0.0
0.1 0.0 0.1
0.0 0.1 -0.1
0.1 -0.1 0.0
-0.1 0.0 0.1
0.0 0.1 0.1
0.1 -0.1 0.0
0.0 -0.1 0.1
0.1 0.1 0.0
0.0 -0.1 0.0
0.1 0.1 -0.1
0.0 0.0 -0.1
0.0 0.0 0.1
0.1 0.3 0.0
-2.1 -1.6 1.3
0.2 0.4 -0.1

Values from the calculation:
- Net charge: +1
- E: -5701.72440 Ha

***

(4)
Entry from the Open Molecules 2025 dataset: C55H44ClIIrN3O3P2S as an isolated structure (ωB97M-V/def2-TZVPD).

Positions of all 111 atoms, in Å:
Ir 0.492 -0.476 0.108
C 1.802 3.855 -1.386
C 2.256 3.451 -0.035
N 3.289 4.053 0.515
C 3.701 3.653 1.715
C 3.133 2.594 2.468
C 3.710 2.283 3.837
O 4.865 3.009 4.141
C 2.034 1.946 1.942
C 1.242 1.044 2.775
N 0.282 0.305 2.357
C -0.535 -0.367 3.332
C -0.421 -0.147 4.708
C -1.236 -0.800 5.615
C -2.210 -1.683 5.176
C -2.365 -1.903 3.819
C -1.536 -1.246 2.919
I -1.880 -1.654 0.909
C 1.567 2.347 0.639
O 0.597 1.797 0.060
H 2.509 4.562 -1.811
H 0.820 4.333 -1.315
H 1.671 2.982 -2.028
H 4.505 4.226 2.160
H 3.871 1.202 3.932
H 2.974 2.566 4.597
H 5.638 2.615 3.721
H 1.484 1.080 3.832
H 0.297 0.553 5.106
H -1.112 -0.610 6.672
H -2.850 -2.194 5.881
H -3.126 -2.584 3.465
O 0.796 0.921 -2.686
S -0.587 0.561 -2.266
C -1.027 -0.848 -3.253
C -2.031 -0.850 -4.208
C -2.192 -1.970 -5.016
C -1.343 -3.057 -4.875
C -0.357 -3.054 -3.897
C -0.195 -1.960 -3.055
P 1.053 -1.998 -1.716
C 0.896 -3.652 -0.991
C 1.995 -4.207 -0.331
C 1.875 -5.416 0.335
C 0.656 -6.082 0.354
C -0.441 -5.536 -0.298
C -0.325 -4.326 -0.963
C 2.692 -1.905 -2.459
C 3.258 -3.042 -3.039
C 4.495 -2.959 -3.656
C 5.172 -1.748 -3.698
C 4.610 -0.614 -3.125
C 3.371 -0.689 -2.510
C -1.623 1.877 -2.865
C -1.358 2.457 -4.099
C -2.128 3.534 -4.509
C -3.147 4.027 -3.696
C -3.406 3.447 -2.464
C -2.624 2.371 -2.037
P -2.957 1.603 -0.449
C -4.638 1.103 -0.293
C -5.518 1.785 0.554
C -6.853 1.419 0.574
C -7.302 0.378 -0.228
C -6.425 -0.308 -1.064
C -5.091 0.051 -1.099
C -2.390 2.571 0.900
C -1.677 3.760 0.693
C -1.225 4.483 1.781
C -1.456 4.014 3.071
C -2.145 2.824 3.283
C -2.611 2.097 2.204
H -2.669 0.013 -4.345
H -2.966 -1.981 -5.770
H -1.450 -3.915 -5.524
H 0.279 -3.923 -3.782
H 2.957 -3.708 -0.356
H 2.737 -5.848 0.827
H 0.566 -7.032 0.864
H -1.387 -6.061 -0.301
H -1.188 -3.926 -1.482
H 2.746 -3.995 -3.004
H 4.930 -3.841 -4.107
H 6.137 -1.688 -4.183
H 5.133 0.331 -3.172
H 2.912 0.203 -2.103
H -0.555 2.076 -4.716
H -1.936 3.996 -5.468
H -3.744 4.867 -4.025
H -4.206 3.831 -1.843
H -5.168 2.598 1.177
H -7.547 1.949 1.212
H -8.346 0.098 -0.205
H -6.785 -1.116 -1.685
H -4.403 -0.474 -1.753
H -1.507 4.121 -0.312
H -0.709 5.422 1.632
H -1.110 4.592 3.918
H -2.331 2.476 4.290
H -3.157 1.174 2.366
Cl 2.867 -3.963 4.167
C 3.215 -2.802 2.950
C 4.517 -2.401 2.685
C 4.724 -1.473 1.676
C 3.635 -0.982 0.976
N 2.386 -1.373 1.241
C 2.176 -2.268 2.206
H 5.342 -2.814 3.250
H 5.722 -1.147 1.420
H 3.762 -0.280 0.163
H 1.156 -2.588 2.384

Force components x, y, z for each atom (eV/Å):
0.6 -0.1 0.1
0.0 0.0 0.0
0.0 0.1 -0.1
-0.2 -0.1 -0.1
0.2 0.0 0.2
-0.1 0.0 -0.1
0.0 -0.1 0.1
0.0 0.0 -0.1
0.0 -0.1 0.1
0.0 0.1 -0.2
-0.1 -0.1 0.2
0.1 0.1 -0.2
0.0 0.0 0.0
0.0 0.0 0.0
0.0 0.0 0.0
0.0 0.0 0.0
0.0 0.0 0.2
-0.1 -0.1 -0.1
-0.1 0.0 0.2
0.2 -0.3 -0.2
0.0 0.0 0.0
0.0 0.0 0.0
0.0 0.0 0.0
0.0 0.0 0.0
0.0 0.0 0.0
0.0 0.0 0.0
0.0 0.0 0.1
0.0 0.0 0.0
0.0 0.0 0.0
0.0 0.0 0.0
0.0 0.0 0.0
0.0 0.0 0.0
-0.1 -0.1 0.0
0.4 0.5 -0.1
0.0 -0.1 0.1
0.0 0.0 -0.1
0.0 0.0 0.0
0.0 0.0 0.0
0.0 0.0 0.0
0.0 0.0 0.0
-0.3 0.1 0.0
0.1 0.0 0.1
0.0 0.0 0.0
0.0 0.0 0.0
0.0 0.0 0.0
0.0 0.0 0.0
0.0 0.0 0.0
0.0 0.0 0.0
0.0 0.0 0.0
0.0 0.0 0.0
0.0 0.0 0.0
0.0 0.0 0.0
0.0 0.0 0.0
-0.1 -0.1 -0.1
0.0 0.0 0.1
-0.1 0.1 0.0
0.1 0.0 0.0
0.0 0.0 0.0
-0.2 0.0 0.0
0.1 0.0 -0.1
-0.1 0.0 -0.1
-0.1 0.0 0.1
0.0 0.0 0.0
0.0 0.0 0.0
0.1 0.0 0.0
-0.1 0.0 -0.1
0.1 0.1 0.2
-0.1 -0.1 0.0
0.0 0.0 0.0
0.0 0.0 0.0
0.0 0.0 0.0
0.0 0.0 -0.1
0.0 0.0 0.0
0.0 0.0 0.0
0.0 0.0 0.0
0.0 0.0 0.0
0.0 0.0 0.0
0.0 0.0 0.0
0.0 0.0 0.0
0.0 0.0 0.0
0.0 0.0 0.0
0.0 0.0 0.0
0.0 0.0 0.0
0.0 0.0 0.0
0.0 0.0 0.0
0.0 0.0 0.0
0.0 0.0 0.0
0.0 0.0 0.0
0.0 0.0 0.0
0.0 0.0 0.0
0.0 0.0 0.0
0.0 0.0 0.0
0.0 0.0 0.0
0.0 0.0 0.0
0.0 0.0 0.0
0.0 0.0 0.0
0.0 0.0 0.0
0.0 0.0 0.0
0.0 0.0 0.0
0.0 0.0 0.0
0.0 0.0 0.0
0.0 0.0 0.0
0.0 0.0 0.0
0.0 0.0 0.0
0.1 0.0 -0.1
-0.2 0.1 0.1
0.0 -0.1 0.0
0.0 0.0 0.0
0.0 0.0 0.0
0.0 0.0 0.0
0.0 0.0 0.0

Values from the calculation:
- Net charge: +3
- Multiplicity: 6
- E: -4454.38855 Ha

***

(5)
Entry from the Open Molecules 2025 dataset: a 2-piece molecular cluster, C4H11N2 overall (ωB97M-V/def2-TZVPD).

Positions of all 17 atoms, in Å:
C 1.995 2.135 -0.218
C 1.472 0.890 0.562
C 0.556 0.061 -0.241
C 0.712 -1.189 -0.690
N -0.020 -2.043 -1.379
N -3.901 -0.015 1.548
H 2.871 2.639 0.184
H 2.233 1.829 -1.237
H 1.178 2.851 -0.192
H 1.052 1.182 1.525
H 2.293 0.202 0.810
H 1.613 -1.594 -0.228
H 0.146 -3.029 -1.278
H -0.754 -1.709 -1.982
H -3.720 0.495 0.698
H -4.299 0.548 2.285
H -3.053 -0.422 1.909

Force components x, y, z for each atom (eV/Å):
-0.2 -0.3 0.1
-0.9 2.7 -0.8
3.8 -2.6 2.3
-2.0 0.8 -0.6
-0.1 -0.1 -0.6
0.0 -0.5 0.2
0.0 -0.4 0.4
-0.1 0.2 0.0
0.1 0.2 -0.4
-0.2 0.0 -0.1
-0.2 -0.4 -0.5
-0.1 0.1 0.4
0.0 0.0 -0.3
-0.1 -0.3 0.0
-0.1 0.3 0.2
-0.1 0.3 -0.3
0.2 0.0 -0.1

Values from the calculation:
- Net charge: +1
- E: -268.10141 Ha

***

- What is the formula in the first record?
  C4H10OSi

***

- The highest E belongs to which entry?
  C4H11N2